DFT (ωB97M-V/def2-TZVPD) results for a structure of composition C25H48Cl3N4O3RuSSi in a non-equilibrium geometry.

Structure (XYZ):
```
86
Properties=species:S:1:pos:R:3:lowdin_spin:R:1
C 1.971 -1.312 -4.382 0.000
C 1.179 -0.155 -3.879 0.004
H 1.438 -1.790 -5.208 0.000
H 2.136 -2.057 -3.602 0.000
H 2.946 -0.999 -4.793 0.000
C 0.491 0.635 -4.713 0.006
C 0.385 0.422 -6.179 0.001
H -0.018 1.535 -4.371 0.000
H 0.191 -0.627 -6.433 0.000
H 1.272 0.748 -6.744 0.000
H -0.452 1.022 -6.546 0.000
Ru -0.202 -0.824 0.500 3.702
Cl 2.000 -0.781 0.875 0.323
Cl -1.073 -2.984 0.596 0.194
C 0.463 2.309 0.953 0.008
O -0.362 1.389 0.737 0.081
N 0.043 3.544 1.263 0.004
C -1.388 3.829 1.348 0.001
C 0.943 4.692 1.271 0.001
H 1.555 2.153 0.878 0.001
H -1.943 2.905 1.536 0.000
H -1.752 4.297 0.417 0.000
H -1.551 4.543 2.168 0.000
H 1.974 4.350 1.146 0.000
H 0.843 5.230 2.224 0.000
H 0.695 5.392 0.459 0.000
H -1.531 -1.406 -3.236 0.001
H -2.536 1.163 -3.996 0.001
C -2.521 -1.388 -2.764 0.001
C -3.329 0.897 -3.280 0.002
N -2.808 -0.034 -2.285 0.022
H -2.532 -2.101 -1.930 0.000
C -2.702 0.306 -0.993 0.022
O -2.281 -0.474 -0.111 0.063
H -3.678 1.809 -2.771 0.000
H -3.029 1.338 -0.727 0.001
H -3.282 -1.645 -3.503 0.000
H -4.157 0.423 -3.820 0.000
O 0.217 -0.593 -1.735 0.220
C 1.207 0.139 -2.353 0.017
C -0.262 2.169 -2.147 -0.001
C 1.022 1.646 -2.121 0.005
H -1.082 1.451 -2.254 0.000
C -0.453 3.548 -2.166 0.000
H 2.206 -0.163 -1.983 0.003
C 2.140 2.473 -2.047 0.000
H -1.475 3.937 -2.171 0.000
C 0.666 4.385 -2.188 -0.001
C 1.951 3.852 -2.113 0.000
H 3.124 2.002 -1.984 0.000
H 0.524 5.463 -2.245 0.000
H 2.821 4.509 -2.093 0.000
Si 0.154 -4.647 -0.537 0.013
Cl 0.490 -3.165 -1.988 0.003
C -1.540 -5.559 -0.383 0.014
C 1.503 -4.525 0.779 0.002
C 0.937 -6.264 -1.378 0.002
H -2.352 -4.933 -0.773 0.001
H -1.759 -5.799 0.672 0.001
H -1.540 -6.498 -0.949 0.002
H 0.331 -6.572 -2.243 0.000
H 0.934 -7.078 -0.630 0.000
H 1.968 -6.068 -1.709 0.000
H 1.350 -3.747 1.541 -0.001
H 2.429 -4.305 0.242 0.000
H 1.600 -5.501 1.280 0.000
C 1.950 2.412 4.544 0.000
C 0.653 1.623 4.553 0.003
N 0.830 0.292 3.926 0.009
C -0.262 -0.528 3.904 0.071
S -1.244 -0.768 2.502 0.137
N -0.697 -1.045 5.060 0.043
C 0.077 -1.133 6.299 0.007
C -0.847 -1.296 7.498 0.001
H 2.749 1.846 5.039 0.000
H 1.786 3.343 5.102 0.000
H 2.270 2.669 3.521 0.000
H 0.306 1.460 5.578 0.000
H -0.141 2.178 4.024 0.000
H 1.308 0.337 3.023 0.002
H -1.493 -1.663 4.969 0.003
H 0.758 -1.998 6.239 0.002
H 0.693 -0.233 6.381 0.000
H -1.331 -2.279 7.486 0.000
H -0.258 -1.214 8.418 0.000
H -1.616 -0.515 7.504 0.000
```

Calculated values
total charge	0
orbital gap (spin up / spin down)	6.79 / 6.50	eV
energy	-3589.2533	hartree
<S²>	8.767
energy above the lowest of the compared OMol25 structures with the same formula, charge and spin	0.000	eV
2S+1	6